Record 1
{
  "formula": "C26H53F9O15P2Pb",
  "method": "the ωB97M-V functional and the def2-TZVPD basis",
  "total_charge": -2,
  "multiplicity": 1,
  "e_above_lowest_kcal_mol": 0.0,
  "total_energy_ha": -3925.6789,
  "species": ["Pb", "C", "O", "O", "C", "F", "F", "F", "C", "C", "H", "H", "H", "H", "H", "H", "C", "O", "O", "C", "F", "F", "F", "C", "C", "H", "H", "H", "H", "H", "H", "C", "O", "O", "C", "F", "F", "F", "C", "C", "H", "H", "H", "H", "H", "H", "C", "C", "O", "H", "H", "H", "H", "H", "C", "C", "O", "P", "O", "O", "C", "C", "O", "C", "C", "H", "H", "H", "H", "H", "H", "H", "H", "H", "H", "H", "H", "H", "H", "H", "C", "C", "O", "P", "O", "O", "C", "C", "O", "C", "C", "H", "H", "H", "H", "H", "H", "H", "H", "H", "H", "H", "H", "H", "H", "H"],
  "xyz": [[12.25121, 3.18200, -18.79365], [9.91726, 3.61581, -16.38907], [9.52561, 3.36209, -17.76710], [11.22682, 3.51415, -16.34713], [9.40131, 4.93262, -15.75210], [8.02621, 4.94192, -15.73304], [9.64782, 5.04717, -14.44542], [9.79298, 5.99758, -16.44440], [8.24955, 3.70440, -18.21221], [8.13152, 3.41987, -19.70358], [8.84412, 3.95647, -20.32973], [8.25507, 2.35183, -19.90173], [7.14022, 3.71012, -20.06945], [8.06662, 4.78035, -18.09532], [7.34447, 3.26149, -17.76816], [9.37026, 2.81873, -15.82146], [14.78046, 1.16081, -16.83697], [15.92492, 0.69749, -17.60501], [13.90403, 1.64888, -17.65555], [14.32103, 0.04390, -15.87315], [13.24456, 0.46188, -15.17553], [13.85053, -1.02650, -16.57901], [15.20224, -0.42678, -14.97884], [17.16287, 0.65058, -16.93735], [18.21315, 0.17094, -17.92530], [17.76391, -0.48359, -18.67164], [18.73902, 0.97384, -18.44397], [18.95133, -0.45398, -17.41182], [17.12698, -0.11108, -16.14018], [17.41218, 1.56061, -16.37592], [15.12777, 1.98033, -16.16274], [15.33120, 4.91337, -18.57008], [15.82887, 4.90063, -17.20096], [14.03820, 5.01233, -18.48922], [16.03080, 6.06569, -19.36092], [15.97350, 7.19872, -18.60954], [17.34020, 5.81438, -19.58249], [15.46493, 6.35100, -20.53592], [17.22137, 4.71939, -16.99350], [17.33997, 4.42885, -15.49804], [17.18368, 5.35342, -14.94758], [16.81605, 3.51811, -15.23438], [18.41212, 4.21750, -15.33256], [17.76816, 5.61754, -17.29633], [17.62089, 3.87019, -17.56641], [15.66190, 3.96183, -19.03561], [11.25411, 1.99738, -22.75095], [12.14107, 3.17841, -22.33153], [12.93463, 2.84326, -21.26932], [10.42807, 2.26051, -23.43506], [10.79210, 1.63039, -21.83010], [11.72785, 1.12657, -23.21491], [11.50039, 4.08390, -22.22510], [12.81543, 3.46160, -23.17719], [12.86611, -3.14842, -19.86231], [12.49303, -1.69881, -19.70761], [11.15054, -1.42434, -20.13519], [10.28816, -0.35178, -19.34427], [10.79803, 0.99994, -19.45188], [8.88482, -0.55756, -20.05429], [8.08851, -1.74034, -19.83851], [7.40368, -1.99198, -21.19543], [10.11427, -0.96976, -17.90488], [10.54322, -0.17649, -16.74108], [10.47366, -0.99391, -15.48196], [12.44206, -3.78314, -19.07788], [12.67596, -3.56972, -20.84677], [13.93029, -3.21613, -19.61208], [12.64106, -1.37728, -18.67277], [13.15336, -1.04890, -20.28499], [8.79232, -2.55863, -19.67862], [7.39241, -1.53785, -19.02882], [7.03950, -3.02138, -21.18569], [6.55771, -1.31334, -21.29164], [8.16148, -1.80916, -21.94980], [11.51942, 0.26386, -16.94341], [9.84574, 0.66516, -16.69556], [10.79443, -0.34025, -14.67494], [9.53284, -1.49968, -15.27473], [11.25810, -1.75480, -15.56005], [7.12810, 8.40396, -19.35591], [8.63772, 8.31872, -19.22866], [9.13075, 7.10806, -19.78679], [10.67421, 6.76227, -19.64732], [11.02633, 5.36646, -19.57783], [11.11626, 7.55533, -18.35894], [12.38927, 7.26273, -17.72076], [12.65553, 8.42991, -16.80894], [11.32168, 7.51240, -20.88237], [12.68569, 7.12792, -21.20450], [13.55756, 8.35605, -21.31270], [6.89291, 9.46463, -19.23211], [6.87530, 8.14026, -20.38508], [6.54366, 7.82012, -18.65170], [9.13494, 9.17601, -19.69920], [8.91226, 8.48730, -18.18281], [12.29632, 6.33197, -17.15712], [13.17210, 7.01316, -18.44061], [12.55296, 9.41695, -17.26192], [11.97757, 8.37908, -15.95179], [13.64978, 8.38584, -16.35536], [13.16332, 6.40003, -20.54043], [12.56939, 6.58783, -22.14680], [13.52811, 8.88468, -20.35396], [14.57593, 8.07130, -21.56314], [13.14585, 9.09699, -22.00397]],
  "lowdin_charge": [1.67, -0.52, -0.17, -0.24, -0.55, 0.06, 0.14, 0.16, -0.31, -0.07, 0.06, 0.06, 0.07, 0.10, 0.11, 0.14, -0.51, -0.08, -0.25, -0.53, 0.12, 0.09, 0.12, -0.30, -0.08, 0.07, 0.06, 0.06, 0.10, 0.10, 0.15, -0.48, -0.09, -0.26, -0.53, 0.11, 0.11, 0.13, -0.29, -0.08, 0.07, 0.05, 0.06, 0.10, 0.11, 0.16, -0.13, -0.54, -0.44, 0.05, 0.03, 0.05, 0.07, 0.07, -0.08, -0.25, -0.17, 0.37, -0.28, -0.19, -0.25, -0.07, -0.17, -0.22, -0.07, 0.07, 0.07, 0.08, 0.10, 0.14, 0.11, 0.12, 0.07, 0.07, 0.08, 0.10, 0.11, 0.08, 0.07, 0.07, -0.07, -0.29, -0.15, 0.38, -0.28, -0.20, -0.24, -0.07, -0.16, -0.26, -0.07, 0.07, 0.08, 0.07, 0.12, 0.11, 0.12, 0.08, 0.07, 0.07, 0.08, 0.09, 0.12, 0.08, 0.07, 0.07]
}



Record 2
{
  "formula": "C8H14N2O5S",
  "method": "the ωB97M-V functional and the def2-TZVPD basis",
  "multiplicity": 1,
  "smiles": "N[C@@H](CCC(=O)O)C(=O)N[C@@H](CS)C(=O)O",
  "e_above_lowest_kcal_mol": 66.7,
  "total_energy_ha": -1197.1071,
  "species": ["C", "C", "C", "C", "C", "C", "C", "C", "H", "H", "H", "H", "H", "H", "H", "H", "H", "H", "H", "H", "H", "H", "N", "N", "O", "O", "O", "O", "O", "S"],
  "xyz": [[1.62958, -1.31511, -1.08304], [0.05252, -1.50259, -0.93806], [2.13777, -1.42276, 0.34884], [1.88388, -0.26508, 1.21986], [2.89905, 0.76482, 0.81623], [-1.95332, 0.22282, -0.95794], [-1.84509, 1.57160, -0.31286], [-2.99715, -0.64997, -0.06983], [2.96968, 0.51477, -1.35770], [2.03606, 0.06907, -2.56691], [2.23455, -2.10999, -1.72150], [1.63966, -2.26695, 0.78029], [3.19665, -1.65799, 0.20776], [0.90438, 0.16085, 0.79139], [2.06193, -0.72146, 2.31699], [1.50280, 1.99804, 0.55621], [-0.00364, 0.47436, -1.18013], [-2.46281, 0.23965, -1.89213], [-3.89900, 0.02394, -0.06847], [-3.08664, -1.59028, -0.51646], [-1.49193, -1.66315, 1.32885], [-3.02407, 2.97522, 0.04212], [2.02827, 0.18543, -1.58290], [-0.64793, -0.35117, -1.12588], [-0.46668, -2.55185, -0.44407], [4.12237, 0.62065, 0.70843], [2.48480, 1.96997, 0.46420], [-0.83746, 2.15231, 0.05968], [-3.09326, 2.20650, -0.44471], [-2.54760, -0.93056, 1.58460]],
  "nbo_charge": [-0.11, 0.68, -0.43, -0.55, 0.78, -0.16, 0.81, -0.55, 0.40, 0.37, 0.24, 0.24, 0.24, 0.23, 0.28, 0.50, 0.45, 0.24, 0.25, 0.24, 0.15, 0.49, -0.89, -0.65, -0.66, -0.62, -0.65, -0.59, -0.68, -0.01]
}



Record 3
{
  "formula": "C31H89N7O10",
  "method": "the ωB97M-V functional and the def2-TZVPD basis",
  "multiplicity": 1,
  "smiles": "COC[C@H](C)N.COC[C@H](C)N.COC[C@H](C)N.COC[C@H](C)N.COC[C@H](C)N.COC[C@H](C)N.COC[C@H](C)N.CO.CO.CO",
  "e_above_lowest_kcal_mol": 134.5,
  "total_energy_ha": -2369.8463,
  "species": ["C", "O", "H", "H", "H", "H", "C", "O", "H", "H", "H", "H", "C", "O", "H", "H", "H", "H", "C", "C", "C", "O", "C", "N", "H", "H", "H", "H", "H", "H", "H", "H", "H", "H", "H", "C", "C", "C", "O", "C", "N", "H", "H", "H", "H", "H", "H", "H", "H", "H", "H", "H", "C", "C", "C", "O", "C", "N", "H", "H", "H", "H", "H", "H", "H", "H", "H", "H", "H", "C", "C", "C", "O", "C", "N", "H", "H", "H", "H", "H", "H", "H", "H", "H", "H", "H", "C", "C", "C", "O", "C", "N", "H", "H", "H", "H", "H", "H", "H", "H", "H", "H", "H", "C", "C", "C", "O", "C", "N", "H", "H", "H", "H", "H", "H", "H", "H", "H", "H", "H", "C", "C", "C", "O", "C", "N", "H", "H", "H", "H", "H", "H", "H", "H", "H", "H", "H"],
  "xyz": [[3.25294, -2.51876, -3.90918], [3.44582, -1.11520, -3.84152], [2.47880, -2.93240, -3.26289], [3.16932, -2.91079, -4.92280], [4.23451, -2.87886, -3.60104], [2.65336, -0.81379, -4.29182], [-5.13471, -1.15405, 2.48127], [-4.60063, 0.17391, 2.12171], [-4.51608, -2.00416, 2.19367], [-5.56411, -1.16201, 3.48309], [-6.08844, -1.15892, 1.95356], [-4.51992, 0.19917, 1.16544], [-1.95104, 3.98397, 4.63187], [-1.83608, 4.80829, 3.44856], [-1.08146, 3.33002, 4.69724], [-2.32599, 4.45721, 5.53937], [-2.82145, 3.33623, 4.52737], [-1.11193, 5.42616, 3.57287], [5.31316, 6.27464, 2.99207], [5.35964, 4.77647, 2.58606], [4.37576, 4.37783, 1.50003], [3.08191, 4.89727, 1.80350], [2.07771, 4.71014, 0.79065], [6.81151, 4.44315, 2.23371], [4.33791, 6.52438, 3.40995], [5.60121, 7.01981, 2.25055], [5.99689, 6.41341, 3.82955], [5.13111, 4.09875, 3.40860], [4.20571, 3.30287, 1.43958], [4.69028, 4.63095, 0.48755], [1.26506, 5.35955, 1.11619], [1.83642, 3.64786, 0.82851], [2.48203, 5.01825, -0.17356], [7.09975, 3.47978, 2.32814], [6.77741, 4.51380, 1.22676], [-0.96553, -1.07416, 2.33930], [-0.78356, 0.47950, 2.14798], [-0.82775, 0.76438, 0.65859], [0.25998, 0.13120, -0.06168], [0.66620, 0.68825, -1.27637], [-1.73269, 1.29349, 2.89419], [-0.22380, -1.64650, 1.78220], [-1.91642, -1.43658, 1.94870], [-0.80034, -1.39692, 3.36723], [0.24340, 0.60807, 2.48993], [-0.85153, 1.82639, 0.41433], [-1.75189, 0.39393, 0.21493], [-0.12344, 1.00283, -1.95873], [1.42875, 0.16143, -1.85002], [1.05746, 1.69051, -1.10178], [-1.53692, 2.26841, 2.71728], [-2.68709, 1.11865, 2.61375], [-2.41458, -3.09303, -0.19833], [-2.70101, -3.54538, -1.61760], [-3.89890, -4.55916, -1.93247], [-3.39625, -5.81374, -1.45060], [-4.32030, -6.79994, -1.59097], [-3.02044, -2.38707, -2.41731], [-1.37923, -2.75991, -0.12625], [-2.58829, -3.92246, 0.48721], [-3.16637, -2.37002, 0.11819], [-1.73836, -3.94127, -1.94113], [-4.04949, -4.60633, -3.01098], [-4.82576, -4.30181, -1.41983], [-4.94216, -6.85623, -0.69754], [-3.81605, -7.76618, -1.57645], [-4.81346, -6.89319, -2.55854], [-3.19148, -1.67854, -1.71815], [-2.24920, -2.12721, -3.01544], [0.15329, -1.50304, -4.45097], [0.12251, -0.41011, -5.49748], [-0.93094, 0.63214, -5.12367], [-2.05900, -0.12784, -5.32041], [-3.15923, 0.55165, -4.95518], [1.38051, 0.30496, -5.44981], [-0.83819, -1.93026, -4.30077], [0.49630, -1.25557, -3.44638], [0.71208, -2.37422, -4.79288], [0.02207, -0.77501, -6.51966], [-0.83428, 1.44187, -5.84692], [-0.80695, 0.96859, -4.09434], [-3.13802, 0.75845, -3.88519], [-4.05674, -0.02561, -5.17733], [-3.19725, 1.52798, -5.43835], [1.61268, 0.80494, -6.29611], [1.42948, 1.00399, -4.72244], [0.13309, -7.12904, 2.05192], [1.36986, -6.38510, 2.52617], [1.60273, -5.10663, 1.68469], [1.75985, -5.24771, 0.33328], [2.26268, -4.09553, -0.26803], [1.37686, -6.06828, 4.00070], [0.07644, -8.12802, 2.48425], [0.13396, -7.37919, 0.99101], [-0.77866, -6.56247, 2.24119], [2.23398, -7.02517, 2.34808], [2.57570, -4.69749, 1.95679], [0.96608, -4.30552, 2.06020], [3.16465, -3.73965, 0.22988], [1.56067, -3.26241, -0.30257], [2.46195, -4.30400, -1.31919], [1.96162, -6.73198, 4.48820], [2.09067, -5.40326, 4.26209], [-1.68874, 0.40823, 6.04653], [-2.93625, 0.09130, 6.92734], [-3.27596, 0.94413, 8.19756], [-3.63317, 2.31266, 7.86190], [-3.99821, 3.10368, 8.98564], [-4.13090, 0.03498, 6.06111], [-1.73836, -0.36680, 5.28169], [-0.72605, 0.54687, 6.53857], [-1.75289, 1.37701, 5.55110], [-2.75929, -0.88959, 7.36852], [-2.43775, 0.80142, 8.87958], [-4.17571, 0.55864, 8.67709], [-3.25583, 3.10728, 9.78373], [-4.95136, 2.73278, 9.36253], [-4.22003, 4.12894, 8.68942], [-4.59078, 0.90926, 6.27146], [-3.72145, 0.06776, 5.13840], [4.53771, 2.94679, -8.21413], [3.41887, 2.46745, -7.16192], [3.02927, 3.56133, -6.20470], [2.26478, 3.00620, -5.17977], [2.54858, 3.65585, -3.91271], [2.25396, 1.90619, -7.90194], [4.55494, 2.36507, -9.13576], [5.55120, 2.85268, -7.82416], [4.34638, 3.97267, -8.52889], [3.91263, 1.70800, -6.55567], [2.37827, 4.26514, -6.72328], [3.90480, 4.01898, -5.74416], [3.57767, 3.63585, -3.55399], [1.99357, 3.15919, -3.11685], [2.17677, 4.67995, -3.94538], [2.65171, 1.25595, -8.56456], [1.96165, 2.64673, -8.52343]],
  "lowdin_charge": [-0.19, -0.13, 0.05, 0.08, 0.08, -0.01, -0.11, -0.15, 0.07, 0.07, 0.07, 0.06, -0.16, -0.13, 0.07, 0.08, 0.07, 0.07, -0.06, -0.38, -0.22, -0.22, -0.07, 0.03, 0.07, 0.08, 0.07, 0.13, 0.12, 0.11, 0.09, 0.08, 0.08, 0.06, 0.04, -0.04, -0.39, -0.18, -0.18, -0.13, 0.07, 0.06, 0.05, 0.07, 0.14, 0.12, 0.11, 0.07, 0.08, 0.07, 0.05, 0.05, -0.06, -0.40, -0.14, -0.19, -0.18, 0.04, 0.07, 0.08, 0.06, 0.14, 0.12, 0.12, 0.09, 0.08, 0.09, 0.05, 0.04, -0.05, -0.38, -0.22, -0.18, -0.15, 0.04, 0.06, 0.07, 0.07, 0.16, 0.14, 0.12, 0.08, 0.10, 0.09, 0.03, 0.06, -0.07, -0.39, -0.25, -0.16, -0.11, 0.03, 0.07, 0.08, 0.08, 0.13, 0.11, 0.12, 0.09, 0.08, 0.08, 0.06, 0.05, -0.05, -0.40, -0.17, -0.21, -0.11, 0.05, 0.06, 0.08, 0.03, 0.12, 0.12, 0.12, 0.09, 0.08, 0.08, 0.06, 0.04, -0.05, -0.38, -0.23, -0.21, -0.07, 0.03, 0.06, 0.07, 0.07, 0.14, 0.13, 0.13, 0.09, 0.07, 0.09, 0.07, 0.08]
}